Density functional theory data (wB97M-V/def2-TZVPD) for a cluster of 9 separate species, C45H116N8O15 in total at a distorted geometry.

Computed properties:
SMILES: COC[C@H](C)N.COC[C@H](C)N.COCCNCCOC.COCCNCCOC.COCCNCCOC.COCCNCCOC.COCCNCCOC.COCCNCCOC.CO
Relative energy (zero: lowest compared OMol25 entry of this formula, charge and spin) in kcal/mol: 14.72
Electronic energy in hartree: -3350.3197
HOMO-LUMO gap in eV: 9.08
Highest occupied orbital energy in eV: -8.565

Bonds (Å) are listed after each position.
Cartesian coordinates (Å):
1 H -13.39268 -20.36039 -17.15192  C174 1.083
2 C -6.52814 -16.68225 -19.27233  H14 1.121, O86 1.446, H108 1.092, H178 1.087
3 O -10.77794 -21.20049 -13.55078  C8 1.416, C50 1.458
4 H -15.45382 -14.27227 -20.45495  C95 1.100
5 H -16.22327 -22.11436 -20.42509  C127 1.106
6 H -14.37580 -17.61534 -14.49002  C102 1.105
7 H -7.45109 -12.40931 -18.64509  C47 1.095
8 C -9.53876 -20.70380 -14.02301  O3 1.416, C35 1.523, H73 1.124, H123 1.099
9 N -15.82295 -17.09401 -12.97239  C81 1.439, H90 1.022, C102 1.475
10 H -12.62103 -21.29215 -15.80293  C174 1.104
11 H -12.15045 -23.45289 -16.18577  C43 1.160
12 H -12.99982 -14.32237 -16.27810  C84 1.127
13 H -9.38469 -20.18392 -18.54234  C111 1.093
14 H -7.11200 -16.09515 -20.02771  C2 1.121
15 H -10.22128 -26.59053 -18.96581  C175 1.081
16 O -13.20846 -21.83350 -8.80251  C83 1.474, C179 1.381
17 N -14.84302 -15.93341 -21.48934  H63 1.028, C95 1.487, C109 1.452
18 H -10.34032 -18.49981 -16.22112  N42 1.031
19 H -11.79127 -21.55564 -20.12270  C177 1.121
20 O -17.97545 -18.89610 -12.38218  C87 1.442, C132 1.459
21 H -12.86927 -15.79745 -22.13927  C109 1.069
22 H -14.15490 -20.16004 -21.54265  N75 1.020
23 H -8.92874 -13.51880 -16.84820  C150 1.140
24 H -12.53593 -23.18565 -7.59998  C179 1.050
25 H -7.87111 -25.93963 -22.98098  C143 1.078
26 H -19.70404 -16.20338 -20.43118  C134 1.063
27 H -8.58495 -20.33009 -20.14911  C111 1.061
28 H -8.55531 -22.62912 -14.10802  C35 1.096
29 C -17.19386 -15.44988 -20.89774  O38 1.407, H92 1.079, C95 1.491, H173 1.137
30 H -11.31475 -16.72928 -11.50741  C70 1.137
31 H -13.68845 -15.86187 -12.93986  C106 1.051
32 H -8.45361 -18.10153 -18.32284  C88 1.195
33 H -12.00539 -19.40215 -19.47858  C164 1.068
34 H -15.65348 -20.60002 -17.68543  C120 1.097
35 C -8.79830 -21.79773 -14.78024  C8 1.523, H28 1.096, H74 1.038, N112 1.478
36 H -14.47181 -22.42204 -20.83198  C127 1.096
37 H -15.74397 -16.80920 -10.86850  C81 1.122
38 O -18.08274 -14.84865 -19.98795  C29 1.407, C134 1.465
39 O -12.62309 -17.68774 -20.32501  C96 1.483, C164 1.421
40 H -9.07863 -16.43126 -18.09068  C88 1.117
41 H -14.01055 -23.74941 -8.34591  C179 1.095
42 N -10.04477 -17.53447 -16.01188  H18 1.031, H119 0.985, C128 1.466
43 C -13.23417 -23.85270 -16.29132  H11 1.160, H57 1.085, O79 1.428, H97 1.093
44 O -9.12356 -26.22032 -21.45238  C143 1.435, C163 1.395
45 H -6.72197 -17.72770 -15.50910  C107 1.096
46 H -9.92019 -23.88929 -17.20260  C138 1.064
47 C -8.47319 -12.41578 -19.03773  H7 1.095, N69 1.489, H80 1.105, C145 1.519
48 H -14.56208 -22.15374 -11.20884  N160 1.053
49 H -10.45361 -14.19820 -18.80962  C122 1.086
50 C -11.45120 -20.08553 -12.89551  O3 1.458, H61 1.127, H62 1.083, H99 1.084
51 H -7.43266 -11.64728 -20.70951  C145 1.094
52 H -11.94419 -21.12066 -10.11295  C83 1.078
53 H -13.02827 -16.13808 -19.09062  C96 1.092
54 H -7.99988 -22.61437 -18.05278  C159 1.060
55 C -6.40518 -24.04372 -15.59319  H100 1.122, O131 1.393, H167 1.083, H184 1.105
56 H -17.74812 -18.32161 -10.47301  C132 1.081
57 H -13.86484 -23.10659 -16.76285  C43 1.085
58 O -11.24373 -15.03926 -17.21336  C84 1.424, C122 1.381
59 H -10.70894 -27.55127 -21.04299  C163 1.112
60 H -13.79708 -20.66839 -19.23258  C78 1.088
61 H -10.83517 -19.71929 -12.02599  C50 1.127
62 H -12.46118 -20.38169 -12.63994  C50 1.083
63 H -14.86533 -16.95814 -21.41683  N17 1.028
64 H -20.10349 -18.62783 -12.09701  C87 1.101
65 H -11.40413 -22.10727 -18.56661  C177 1.110
66 O -9.18447 -12.42092 -21.38800  C105 1.405, C145 1.434
67 H -9.08565 -24.37879 -15.76194  C138 1.082
68 H -7.70192 -19.15359 -15.97565  C107 1.081
69 N -9.45991 -11.92234 -18.03719  C47 1.489, C150 1.402, H153 0.999
70 C -11.06389 -16.64841 -12.61319  H30 1.137, H82 1.098, O110 1.403, H147 1.095
71 H -11.42403 -14.23476 -15.30811  C84 1.133
72 H -9.60895 -24.42783 -19.88691  N161 1.017
73 H -9.74862 -19.85154 -14.72522  C8 1.124
74 H -7.89395 -21.45138 -15.15429  C35 1.038
75 N -14.80199 -19.77809 -20.85303  H22 1.020, C78 1.489, H91 1.012
76 H -13.42293 -17.01819 -11.68304  C106 1.075
77 H -9.60497 -25.32525 -23.23502  C143 1.085
78 C -14.79166 -20.68641 -19.67336  H60 1.088, N75 1.489, C120 1.540, C127 1.500
79 O -13.76130 -24.19553 -15.00905  C43 1.428, C125 1.431
80 H -8.66400 -13.48472 -19.24302  C47 1.105
81 C -16.12728 -17.53263 -11.63570  N9 1.439, H37 1.122, H129 1.110, C132 1.511
82 H -10.79879 -15.61885 -12.88583  C70 1.098
83 C -12.22203 -22.12988 -9.85673  O16 1.474, H52 1.078, C151 1.502, H182 1.120
84 C -12.03127 -14.84805 -16.04275  H12 1.127, O58 1.424, H71 1.133, H136 1.095
85 H -11.41817 -23.61274 -21.17125  C152 1.141
86 O -6.96180 -16.54785 -17.89901  C2 1.446, C88 1.404
87 C -19.31082 -19.38977 -12.15600  O20 1.442, H64 1.101, H89 1.094, H158 1.102
88 C -8.24786 -17.08449 -17.72925  H32 1.195, H40 1.117, O86 1.404, C128 1.535
89 H -19.53001 -20.07884 -12.97655  C87 1.094
90 H -16.57736 -17.48138 -13.54233  N9 1.022
91 H -14.38008 -18.91781 -20.52652  N75 1.012
92 H -17.53249 -16.46145 -21.05690  C29 1.079
93 H -10.54756 -22.46851 -15.36261  N112 1.023
94 H -15.59783 -18.98013 -18.55844  C120 1.145
95 C -15.76403 -15.32659 -20.49169  H4 1.100, N17 1.487, C29 1.491, H103 1.104
96 C -12.68713 -16.21927 -20.12475  O39 1.483, H53 1.092, H98 1.087, C109 1.508
97 H -13.26456 -24.73637 -16.93350  C43 1.093
98 H -11.63633 -15.95023 -20.19820  C96 1.087
99 H -11.61167 -19.31195 -13.63807  C50 1.084
100 H -6.47701 -25.13620 -15.83774  C55 1.122
101 H -10.26345 -19.95392 -19.94998  C111 1.078
102 C -14.52124 -17.64351 -13.39457  H6 1.105, N9 1.475, C106 1.474, H115 1.104
103 H -15.56544 -15.70291 -19.47296  C95 1.104
104 H -19.65936 -14.61102 -21.19579  C134 1.079
105 C -8.74294 -13.68581 -21.80958  O66 1.405, H166 1.064, H172 1.139, H183 1.104
106 C -13.44869 -16.86708 -12.74727  H31 1.051, H76 1.075, C102 1.474, O110 1.412
107 C -7.72205 -18.17506 -15.51738  H45 1.096, H68 1.081, C128 1.517, H168 1.096
108 H -6.63468 -17.74362 -19.50547  C2 1.092
109 C -13.44935 -15.59175 -21.26512  N17 1.452, H21 1.069, C96 1.508, H139 1.184
110 O -12.17954 -17.16499 -13.28972  C70 1.403, C106 1.412
111 C -9.44755 -20.54883 -19.57120  H13 1.093, H27 1.061, H101 1.078, O162 1.438
112 N -9.67645 -22.28186 -15.86616  C35 1.478, H93 1.023, C138 1.514
113 H -11.13152 -26.02866 -21.82873  C163 1.104
114 H -16.84640 -20.23472 -18.93854  C120 1.102
115 H -14.44357 -18.70858 -13.11599  C102 1.104
116 H -11.15161 -17.86496 -18.86443  C164 1.087
117 H -10.66678 -20.77800 -16.63993  O141 0.959
118 C -16.05725 -23.56373 -18.38121  O121 1.401, H124 1.107, H180 1.115, H181 1.080
119 H -10.66824 -16.99922 -16.55427  N42 0.985
120 C -15.78929 -20.10445 -18.65516  H34 1.097, C78 1.540, H94 1.145, H114 1.102
121 O -14.94961 -22.94860 -18.97942  C118 1.401, C127 1.408
122 C -10.86058 -13.87793 -17.85453  H49 1.086, O58 1.381, C150 1.522, H154 1.093
123 H -8.93343 -20.28413 -13.20709  C8 1.099
124 H -16.98778 -22.96440 -18.35598  C118 1.107
125 C -13.74980 -23.04277 -14.16200  O79 1.431, C126 1.466, H135 1.083, H156 1.138
126 C -14.28163 -23.34568 -12.82952  C125 1.466, H142 1.080, H148 1.115, N160 1.469
127 C -15.17771 -22.08213 -20.06615  H5 1.106, H36 1.096, C78 1.500, O121 1.408
128 C -8.63493 -17.20913 -16.24869  N42 1.466, C88 1.535, C107 1.517, H171 1.114
129 H -15.66342 -18.53197 -11.50306  C81 1.110
130 H -10.31092 -12.43191 -16.32974  C150 1.089
131 O -6.66300 -23.18986 -16.66275  C55 1.393, C159 1.451
132 C -17.58938 -17.85495 -11.43563  O20 1.459, H56 1.081, C81 1.511, H140 1.122
133 H -12.82807 -18.30265 -18.43393  C164 1.107
134 C -19.47777 -15.17428 -20.29305  H26 1.063, O38 1.465, H104 1.079, H137 1.086
135 H -14.28294 -22.26482 -14.69455  C125 1.083
136 H -12.15020 -15.81673 -15.54608  C84 1.095
137 H -20.11059 -14.84529 -19.47353  C134 1.086
138 C -9.20052 -23.58046 -16.48286  H46 1.064, H67 1.082, N112 1.514, C159 1.560
139 H -13.23143 -14.42952 -21.21548  C109 1.184
140 H -18.14970 -16.91380 -11.67905  C132 1.122
141 O -11.30380 -20.08235 -16.81132  H117 0.959, C174 1.444
142 H -14.04874 -24.37439 -12.59748  C126 1.080
143 C -8.93197 -26.09407 -22.86916  H25 1.078, O44 1.435, H77 1.085, H176 1.154
144 H -12.41634 -23.89528 -19.76694  C152 1.082
145 C -8.47275 -11.69635 -20.37508  C47 1.519, H51 1.094, O66 1.434, H146 1.081
146 H -8.87955 -10.69838 -20.29604  C145 1.081
147 H -10.17558 -17.25233 -12.82465  C70 1.095
148 H -15.39238 -23.25758 -12.78081  C126 1.115
149 H -12.93380 -19.64930 -15.56919  C174 1.090
150 C -9.86178 -12.95205 -17.17496  H23 1.140, N69 1.402, C122 1.522, H130 1.089
151 C -12.80499 -23.03266 -10.90645  C83 1.502, N160 1.407, H169 1.035, H170 1.080
152 C -11.39475 -23.65662 -20.03105  H85 1.141, H144 1.082, N161 1.453, C177 1.493
153 H -10.27903 -11.43520 -18.33575  N69 0.999
154 H -11.73225 -13.26708 -18.10362  C122 1.093
155 H -11.86177 -26.21216 -19.57605  C175 1.123
156 H -12.68829 -22.69064 -13.95351  C125 1.138
157 H -7.85002 -24.33684 -17.91012  C159 1.084
158 H -19.41655 -20.00704 -11.24966  C87 1.102
159 C -7.91897 -23.40850 -17.35474  H54 1.060, O131 1.451, C138 1.560, H157 1.084
160 N -13.73982 -22.46208 -11.78900  H48 1.053, C126 1.469, C151 1.407
161 N -10.48952 -24.61055 -19.41201  H72 1.017, C152 1.453, C175 1.422
162 O -9.70636 -21.94988 -19.76578  C111 1.438, C177 1.413
163 C -10.44630 -26.47168 -21.08579  O44 1.395, H59 1.112, H113 1.104, C175 1.530
164 C -12.04825 -18.36730 -19.21713  H33 1.068, O39 1.421, H116 1.087, H133 1.107
165 H -14.16970 -22.44084 -7.18834  C179 1.113
166 H -8.75777 -14.39860 -21.02007  C105 1.064
167 H -7.07529 -23.93318 -14.74914  C55 1.083
168 H -8.11242 -18.25411 -14.49592  C107 1.096
169 H -12.08376 -23.40214 -11.55096  C151 1.035
170 H -13.24500 -23.82047 -10.31367  C151 1.080
171 H -8.36848 -16.22138 -15.80668  C128 1.114
172 H -9.31709 -13.95499 -22.75630  C105 1.139
173 H -17.33338 -14.99242 -21.92896  C29 1.137
174 C -12.65162 -20.34105 -16.36266  H1 1.083, H10 1.104, O141 1.444, H149 1.090
175 C -10.76653 -25.98124 -19.67266  H15 1.081, H155 1.123, N161 1.422, C163 1.530
176 H -9.16519 -27.12326 -23.33556  C143 1.154
177 C -11.07774 -22.25732 -19.61709  H19 1.121, H65 1.110, C152 1.493, O162 1.413
178 H -5.49343 -16.35030 -19.24466  C2 1.087
179 C -13.48000 -22.87986 -7.94390  O16 1.381, H24 1.050, H41 1.095, H165 1.113
180 H -16.32196 -24.48721 -18.94796  C118 1.115
181 H -15.87701 -23.94375 -17.38648  C118 1.080
182 H -11.31747 -22.61141 -9.40587  C83 1.120
183 H -7.70051 -13.68187 -22.17234  C105 1.104
184 H -5.36247 -23.80845 -15.31418  C55 1.105